[1]
Computed, not measured: the ion C5H3Cl2N2 with charge +1, with ωB97M-V with the def2-TZVPD basis set.

Geometry as XYZ:
```
12
Properties=species:S:1:pos:R:3
C 2.3775 -0.2201 -0.0570
C -0.2745 -0.2666 -0.0663
C 1.0746 1.5006 -0.1551
C 0.4148 -1.3661 0.0286
C -1.6522 0.0406 -0.0003
N 1.9471 -1.3252 0.0822
N 2.2886 1.0532 -0.1183
Cl 0.4496 2.9816 0.1218
Cl -0.3454 -2.9143 0.0971
H -2.2320 -0.3426 0.7996
H -2.2186 -0.3533 -0.8684
H -1.8295 1.2123 0.1360
```

For the total energy, the calculation gives -1221.64424 hartree. The total charge is +1. The spin multiplicity is 3. For the LUMO energy (alpha / beta), the calculation gives -5.8 / -8.8 eV. The highest occupied orbital energy (alpha / beta) comes out at -12.094 / -15.079 eV. As for the frontier orbital gap (alpha / beta): 6.24 / 6.29 eV. Its expectation value of S² is 2.0141.

---

[2]
Computed, not measured: a cluster of 2 separate species, C5H3Cl3S in total, with ωB97M-V with the def2-TZVPD basis set.

Geometry as XYZ:
```
12
Properties=species:S:1:pos:R:3
C 1.5492 0.2555 -0.3756
C 0.6150 0.5795 0.7103
C 1.4701 -1.1091 -0.6752
C 0.0401 -0.4727 1.2447
C -2.7184 0.2068 -0.8027
S 0.4085 -1.9313 0.3396
Cl -2.1256 0.9788 -2.1724
Cl -0.9273 -0.5373 2.5886
Cl -2.7565 1.2740 0.5065
H 2.2433 0.8635 -0.9919
H 0.3163 1.5507 1.1896
H 1.8853 -1.6582 -1.5613
```

For the total energy, the calculation gives -1970.95638 hartree. For the LUMO energy, the calculation gives -0.9 eV. The highest occupied orbital energy comes out at -8.861 eV. As for the frontier orbital gap: 7.98 eV.

---

[3]
Computed, not measured: a cluster of 2 separate species, C5H3Cl4F5NO4S in total, with ωB97M-V with the def2-TZVPD basis set.

Geometry as XYZ:
```
23
Properties=species:S:1:pos:R:3
N -2.1763 2.1707 -0.0854
C -2.0045 0.8228 0.4009
C -3.2321 0.3421 1.2373
O -3.4465 0.7896 2.3762
O -3.9189 -0.4928 0.6155
S -0.3667 0.7581 1.2687
O -0.4638 0.8853 2.6919
O 0.4627 1.8129 0.7397
C 0.5614 -0.7900 0.8225
F 0.8979 -0.7914 -0.4688
F 1.7155 -0.7261 1.5004
C -0.1176 -2.1283 1.2302
F 0.2010 -3.0464 0.2976
F -1.4330 -2.0348 1.2582
F 0.3130 -2.5797 2.3932
H -2.6831 2.0942 -0.9567
H -2.7888 2.6793 0.5430
H -1.9222 0.1702 -0.4658
C 4.0765 0.0120 -3.0741
Cl 2.9616 -0.3786 -1.7702
Cl 5.1973 -1.3384 -3.3327
Cl 3.1666 0.3057 -4.5637
Cl 4.9999 1.4637 -2.6580
```

For the total energy, the calculation gives -3286.36182 hartree. The total charge is -1. For the LUMO energy, the calculation gives 2.0 eV. The highest occupied orbital energy comes out at -5.059 eV. As for the frontier orbital gap: 7.10 eV.

---

[4]
Computed, not measured: a structure of composition C5H3Cl6NO, with ωB97M-V with the def2-TZVPD basis set.

Geometry as XYZ:
```
16
Properties=species:S:1:pos:R:3
C -0.5717 0.8206 -1.3812
C -2.0721 0.1796 0.7193
C -1.1873 1.1613 -0.0155
C -2.7072 -0.8725 0.2113
C 1.1857 -0.6008 -0.3356
N 0.5814 0.1377 -1.3363
O -0.9881 1.4158 -2.3026
Cl -0.0513 1.8475 1.1640
Cl -2.2872 2.6057 -0.2306
Cl -2.3722 -1.3296 -1.4100
Cl -3.8598 -1.8153 0.9798
Cl 2.9696 -0.2474 -0.3909
Cl 1.0654 -2.4022 -0.6676
H 0.8620 -0.3498 0.6659
H -2.2662 0.5955 1.6236
H 0.8769 -0.0216 -2.4385
```

For the total energy, the calculation gives -3083.42906 hartree. For the LUMO energy, the calculation gives 0.1 eV. The highest occupied orbital energy comes out at -10.043 eV. As for the frontier orbital gap: 10.14 eV. The value obtained for the energy above the lowest of the compared OMol25 structures with the same formula, charge and spin is 30.6 kcal/mol.

---

[5]
Computed, not measured: the molecule C5H3ClN2, with ωB97M-V with the def2-TZVPD basis set.

Geometry as XYZ:
```
11
Properties=species:S:1:pos:R:3
C 2.9272 -1.7290 -0.0499
C -0.2187 0.1191 0.0518
C 0.4614 -1.0960 0.0953
C 0.6726 1.1332 -0.1410
C 1.8012 -0.9414 -0.0593
N 3.8353 -2.4152 0.0874
N 1.9156 0.6095 -0.1503
Cl 3.3072 1.5703 -0.0716
H -1.2247 0.1260 0.1816
H 0.1230 -2.0408 0.2365
H 0.3549 2.1033 -0.2134
```

As for the SMILES: N#Cc1cccn1Cl. For the total energy, the calculation gives -761.94184 hartree. For the LUMO energy, the calculation gives 0.3 eV. The highest occupied orbital energy comes out at -9.133 eV. As for the frontier orbital gap: 9.43 eV. The value obtained for the energy above the lowest of the compared OMol25 structures with the same formula, charge and spin is 0.0 kcal/mol.

---

[6]
Computed, not measured: the molecule C5H3F, with ωB97M-V with the def2-TZVPD basis set.

Geometry as XYZ:
```
9
Properties=species:S:1:pos:R:3
C -0.4120 -0.1504 0.0796
C -1.8872 -0.3010 -0.0373
C 0.7424 0.3009 0.2456
C 1.8576 0.9767 0.0557
C -1.1096 -1.3520 -0.1505
F -2.8724 0.4740 0.1933
H 2.7102 1.2315 0.8118
H 2.0414 1.2360 -0.9214
H -1.0704 -2.4156 -0.2769
```

As for the SMILES: C=C=C1C=C1F. For the total energy, the calculation gives -291.97980 hartree. For the LUMO energy, the calculation gives 0.7 eV. The highest occupied orbital energy comes out at -8.298 eV. As for the frontier orbital gap: 9.05 eV. The value obtained for the energy above the lowest of the compared OMol25 structures with the same formula, charge and spin is 44.9 kcal/mol.